C29H36Cl2CuN4O2P2 | ωB97M-V/def2-TZVPD

Summary:
Largest force on an atom in eV Å⁻¹: 6.34
Relative energy (zero: lowest compared OMol25 entry of this formula, charge and spin) in kcal/mol: 0.0
Expectation value of S²: 0.7570
E_HOMO (alpha / beta) in eV: -7.9 / -8.7
E in eV: -128971.931
Frontier orbital gap (alpha / beta) in eV: 8.04 / 7.64
2S+1: 2

Last column: Löwdin spin population.
Atoms and positions in Å:
Cu1 0.086 0.166 3.135  0.322
C1 -2.029 2.090 -5.387  0.000
C2 -2.100 0.876 -4.827  0.000
C3 -1.277 -0.360 -5.079  0.000
C4 0.073 -0.177 -5.807  0.000
C5 1.022 0.738 -5.073  0.000
C6 1.093 2.074 -5.105  0.000
C7 0.270 3.073 -5.877  0.000
C8 -1.080 2.588 -6.450  0.000
C9 1.506 0.728 4.591  0.383
H1 -2.729 2.837 -5.012  0.000
H2 -2.867 0.739 -4.064  0.000
H3 -1.886 -1.087 -5.639  0.000
H4 -1.084 -0.833 -4.106  0.000
H5 0.538 -1.166 -5.890  0.000
H6 -0.097 0.161 -6.831  0.000
H7 1.722 0.232 -4.407  0.000
H8 1.860 2.533 -4.480  0.000
H9 0.879 3.478 -6.700  0.000
H10 0.077 3.926 -5.212  0.000
H11 -1.546 3.440 -6.959  0.000
H12 -0.911 1.833 -7.220  0.000
H13 1.120 1.523 5.254  0.034
H14 2.446 1.082 4.120  0.023
H15 1.742 -0.167 5.205  0.015
P1 1.703 -0.306 1.557  0.053
P2 -1.380 -0.522 1.490  0.015
N1 2.727 0.992 1.031  0.001
N2 2.932 -1.517 1.849  0.011
N3 -2.011 0.744 0.478  0.006
N4 -2.775 -1.490 1.859  0.002
C10 0.912 -0.907 -0.029  0.014
C11 -0.447 -1.565 0.264  -0.003
C12 2.514 2.325 1.402  0.001
C13 3.372 3.112 0.662  0.000
C14 4.133 2.244 -0.192  0.000
C15 3.717 0.949 0.044  0.001
C16 3.763 -1.509 2.971  0.001
C17 4.371 -2.746 3.064  0.003
C18 3.882 -3.553 1.986  0.003
C19 2.991 -2.783 1.262  0.002
C20 -2.259 2.029 0.975  0.003
C21 -2.762 2.799 -0.054  0.000
C22 -2.828 1.972 -1.222  0.000
C23 -2.366 0.718 -0.876  0.001
C24 -3.840 -1.837 1.025  0.000
C25 -4.607 -2.779 1.684  0.000
C26 -3.993 -3.030 2.955  0.000
C27 -2.872 -2.229 3.043  0.000
H16 1.594 -1.574 -0.588  0.001
H17 0.772 0.011 -0.633  0.000
H18 -1.023 -1.741 -0.662  0.000
H19 -0.323 -2.544 0.767  0.000
H20 1.764 2.561 2.159  0.002
H21 3.458 4.198 0.731  0.000
H22 4.914 2.542 -0.895  0.000
H23 4.044 -0.007 -0.368  0.000
H24 3.849 -0.610 3.584  0.000
H25 5.105 -3.038 3.819  0.000
H26 4.165 -4.582 1.758  0.000
H27 2.396 -3.023 0.380  0.000
H28 -2.035 2.252 2.019  0.003
H29 -3.044 3.853 0.019  0.000
H30 -3.173 2.270 -2.216  0.000
H31 -2.252 -0.187 -1.473  0.000
H32 -3.973 -1.349 0.059  0.000
H33 -5.528 -3.228 1.303  0.000
H34 -4.348 -3.713 3.730  0.000
H35 -2.127 -2.091 3.828  0.000
Cl1 -0.389 -3.634 6.045  0.001
C28 -1.017 -2.053 6.584  0.003
Cl2 -0.213 -1.603 8.108  0.001
C29 -0.790 -0.982 5.560  0.003
O1 -1.223 0.234 5.798  0.011
O2 -0.196 -1.248 4.409  0.082
H36 -2.108 -2.150 6.768  0.000

---

ClH3NO2P | ωB97M-V/def2-TZVPD

Summary:
SMILES: NP(=O)=O.Cl
Largest force on an atom in eV Å⁻¹: 4.02
Relative energy (zero: lowest compared OMol25 entry of this formula, charge and spin) in kcal/mol: 5.9
E_HOMO in eV: -11.7
E in eV: -27446.591
Frontier orbital gap in eV: 11.74

Last column: Mulliken charge in e.
Atoms and positions in Å:
N1 -0.129 -0.459 -2.077  -0.347
O1 -1.686 -1.735 -0.339  -0.550
O2 -1.454 0.883 -0.397  -0.538
P1 -1.232 -0.448 -0.880  0.953
Cl1 1.484 1.080 3.881  -0.248
H1 0.264 -1.286 -2.410  0.241
H2 0.281 0.343 -2.337  0.241
H3 2.471 1.622 4.559  0.249

---

CN2O2S | ωB97M-V/def2-TZVPD

Summary:
Largest force on an atom in eV Å⁻¹: 3.08
Relative energy (zero: lowest compared OMol25 entry of this formula, charge and spin) in kcal/mol: 120.5
E_HOMO (alpha / beta) in eV: -10.7 / -8.8
E in eV: -18941.993
Frontier orbital gap (alpha / beta) in eV: 9.53 / 5.17

Last column: Mulliken charge in e.
Atoms and positions in Å:
C1 1.352 -0.400 0.118  0.661
N1 2.375 0.168 -0.017  -0.352
N2 -1.788 0.324 -0.151  0.436
O1 -1.404 1.176 -0.840  -0.384
O2 0.436 -1.150 0.194  -0.342
S1 -2.999 -0.445 0.381  -0.018

---

C3H8NS | ωB97M-V/def2-TZVPD

Summary:
SMILES: [NH3+]C1(S)CC1
Largest force on an atom in eV Å⁻¹: 5.54
Relative energy (zero: lowest compared OMol25 entry of this formula, charge and spin) in kcal/mol: 31.2
E_HOMO in eV: -14.2
E in eV: -15557.309
Charge: +1
Frontier orbital gap in eV: 10.37

Last column: Mulliken charge in e.
Atoms and positions in Å:
C1 0.479 -1.018 -0.436  -0.315
C2 0.248 -0.993 1.053  -0.607
C3 -0.506 -0.044 0.141  0.018
N1 -0.018 1.396 0.215  -0.277
S1 -2.282 -0.139 -0.127  -0.203
H1 1.517 -0.618 -0.979  0.232
H2 0.118 -1.923 -0.914  0.289
H3 -0.194 -1.761 1.524  0.301
H4 1.148 -0.588 1.676  0.167
H5 -0.719 2.011 0.710  0.389
H6 0.091 1.860 -0.730  0.374
H7 0.852 1.254 0.907  0.419
H8 -2.198 -0.507 -1.469  0.213

---

C18H25F5N5O3S | ωB97M-V/def2-TZVPD

Summary:
Largest force on an atom in eV Å⁻¹: 0.77
E_HOMO in eV: -11.1
E in eV: -57076.612
Charge: +1
Frontier orbital gap in eV: 6.44

Last column: Mulliken charge in e.
Atoms and positions in Å:
C1 0.331 0.954 -2.788  -0.986
N1 0.246 -0.211 -1.894  0.328
C2 1.439 -0.618 -1.154  -1.403
C3 1.684 0.197 0.125  -0.239
C4 0.426 0.491 0.949  -0.077
C5 0.435 1.846 1.638  0.595
F1 -0.210 1.760 2.824  -0.329
F2 1.689 2.283 1.886  -0.238
C6 -0.282 2.960 0.839  0.553
F3 -0.440 4.067 1.559  -0.256
F4 -1.497 2.533 0.435  -0.200
F5 0.436 3.252 -0.263  -0.257
C7 -0.930 -0.803 -1.801  0.438
N2 -2.024 -0.419 -2.490  -0.557
C8 -3.025 -1.173 -2.098  0.397
C9 -4.416 -1.029 -2.583  -0.776
C10 -5.010 0.364 -2.266  -0.834
C11 -4.547 1.031 -0.970  -0.346
C12 -4.772 0.212 0.311  -0.308
O1 -5.740 -0.819 0.122  -0.464
N3 -2.635 -2.071 -1.177  -0.417
S1 -3.487 -3.297 -0.387  -0.060
N4 -1.272 -1.829 -0.987  0.822
O2 -0.601 -2.511 -0.069  -0.422
N5 -0.291 -4.066 -0.621  0.452
O3 0.145 -4.037 -1.648  -0.104
H1 -0.249 1.790 -2.398  0.311
H2 -0.020 0.695 -3.785  0.372
H3 1.375 1.257 -2.832  0.333
H4 1.429 -1.686 -0.955  0.250
H5 2.277 -0.451 -1.831  0.524
H6 2.421 -0.323 0.738  0.425
H7 2.158 1.135 -0.174  0.399
H8 -0.477 0.450 0.341  -0.230
H9 0.302 -0.236 1.754  0.401
H10 -5.042 -1.814 -2.162  0.367
H11 -4.373 -1.161 -3.667  0.367
H12 -4.775 1.044 -3.085  0.425
H13 -6.093 0.244 -2.231  0.311
H14 -3.495 1.322 -1.039  0.033
H15 -5.106 1.967 -0.889  0.512
H16 -3.836 -0.254 0.649  -0.108
H17 -5.090 0.878 1.115  0.502
H18 -6.483 -0.679 0.715  0.321
H19 -3.480 -2.707 0.820  0.176
C13 5.116 0.149 3.604  -0.488
C14 6.129 -0.781 3.794  -0.341
C15 7.085 -0.978 2.807  -0.423
C16 7.032 -0.242 1.631  -0.351
C17 6.020 0.689 1.441  -0.487
C18 5.062 0.883 2.427  -0.294
H20 4.372 0.305 4.375  0.383
H21 6.176 -1.350 4.714  0.371
H22 7.875 -1.702 2.956  0.366
H23 7.782 -0.391 0.865  0.373
H24 5.983 1.269 0.527  0.392
H25 4.273 1.612 2.282  0.497

---

C2H3Cl2NO2 | ωB97M-V/def2-TZVPD

Summary:
SMILES: CC(Cl)(Cl)[N+](=O)[O-]
Largest force on an atom in eV Å⁻¹: 2.63
Relative energy (zero: lowest compared OMol25 entry of this formula, charge and spin) in kcal/mol: 81.1
E_HOMO in eV: -11.0
E in eV: -32749.508
Frontier orbital gap in eV: 11.23

Last column: Mulliken charge in e.
Atoms and positions in Å:
C1 -1.221 -0.188 0.052  -1.161
C2 0.249 -0.418 0.153  0.579
N1 1.190 0.891 -0.303  0.848
O1 0.714 1.940 0.017  -0.520
O2 2.215 0.658 -0.844  -0.507
Cl1 0.808 -0.748 1.803  -0.140
Cl2 0.807 -1.685 -0.950  -0.138
H1 -1.720 -1.154 0.149  0.370
H2 -1.570 0.471 0.843  0.319
H3 -1.472 0.233 -0.920  0.350